{"formula": "C9H12N3", "method": "ωB97M-V/def2-TZVPD", "species": ["H", "N", "C", "N", "C", "C", "C", "C", "N", "C", "C", "C", "C", "H", "H", "H", "H", "H", "H", "H", "H", "H", "H", "H"], "coordinates": [[3.9293, -0.7666, 0.6666], [2.9792, -0.4235, 0.5954], [2.8353, 0.6763, -0.0112], [1.6370, 1.3079, 0.0561], [0.4664, 0.8691, -0.0542], [-0.6349, 1.6409, 0.6254], [-2.0279, 1.6701, -0.0002], [-2.6069, 0.3399, -0.2839], [-2.0078, -0.7395, -0.0040], [-0.8012, -1.1597, 0.1009], [-0.3962, -2.2567, 0.9895], [0.1975, -0.4559, -0.7138], [0.8112, -0.8623, -1.8145], [3.6111, 1.2789, -0.4924], [-0.7031, 1.2108, 1.6326], [-0.2786, 2.6621, 0.7607], [-2.0185, 2.1945, -0.9649], [-2.6937, 2.2543, 0.6417], [-3.5930, 0.2685, -0.7271], [-1.1197, -2.4161, 1.7859], [0.5978, -2.0686, 1.3955], [-0.3148, -3.1776, 0.4056], [1.5373, -0.2393, -2.3089], [0.5943, -1.8073, -2.2808]], "mulliken_charge": [0.24, -0.44, -0.28, -0.43, 0.82, -0.87, -0.53, -0.15, -0.11, 0.51, -1.27, 0.45, -1.10, 0.40, 0.36, 0.43, 0.32, 0.40, 0.46, 0.40, 0.37, 0.34, 0.34, 0.36], "homo_lumo_gap_ev": 7.5751, "homo_ha": -0.47688, "total_charge": 1, "e_above_lowest_kcal_mol": 62.6}

{"formula": "C9H12N3O2", "method": "ωB97M-V/def2-TZVPD", "species": ["H", "N", "C", "C", "C", "C", "O", "C", "N", "C", "N", "C", "C", "O", "C", "H", "H", "H", "H", "H", "H", "H", "H", "H", "H", "H"], "coordinates": [[2.9668, -0.9613, -1.7054], [3.0625, -0.9790, -0.6504], [1.9433, -1.0804, -0.0616], [1.2322, -1.1517, 1.1816], [0.3869, -1.2711, 0.0438], [-0.4295, -2.5580, -0.2871], [-1.5119, -2.0543, -1.0919], [-1.6284, -0.7270, -0.7800], [-2.5633, -0.5848, 0.4121], [-1.9383, 0.1976, 1.1906], [-0.6752, 0.6254, 0.9351], [-0.0280, 1.4299, 1.7256], [-0.3503, 0.0666, -0.3341], [0.4808, 0.8988, -1.1138], [-0.0753, 2.0555, -1.6830], [1.3617, -1.9487, 1.8881], [1.3273, -0.1680, 1.6423], [0.0778, -3.2898, -0.9767], [-0.7554, -3.0651, 0.6137], [-2.0404, -0.2759, -1.6775], [-2.2197, 0.1934, 2.3005], [-0.4578, 1.5132, 2.7604], [0.9659, 1.9202, 1.4488], [-0.0041, 2.7635, -0.8595], [-1.0465, 1.8929, -2.1960], [0.6628, 2.2069, -2.5074]], "mulliken_charge": [0.28, -0.71, 0.21, -0.65, -0.33, -0.33, -0.41, 0.25, -0.45, -0.10, 0.10, -0.19, 0.99, -0.35, -0.66, 0.41, 0.11, 0.32, 0.33, 0.39, 0.27, 0.30, 0.37, 0.29, 0.27, 0.31], "homo_lumo_gap_ev": [7.0178, 7.0184], "homo_ha": [-0.47390, -0.47391], "total_charge": 1, "e_above_lowest_kcal_mol": 109.2}

{"formula": "C9H12N3O2Se2Te2Ti", "method": "ωB97M-V/def2-TZVPD", "species": ["Ti", "N", "C", "O", "C", "C", "H", "H", "H", "H", "H", "H", "Se", "Te", "Te", "Se", "N", "C", "O", "C", "C", "C", "N", "C", "C", "H", "H", "H", "H", "H", "H"], "coordinates": [[-0.5871, -0.1167, 1.5254], [0.7696, 0.6460, 5.2552], [0.5942, -0.0500, 4.1124], [-0.5730, -0.1157, 3.5678], [1.6636, -0.6916, 3.3059], [1.4155, -0.3289, 1.8199], [0.0047, 0.6222, 5.9134], [1.7131, 0.4180, 5.7220], [1.6048, -1.7988, 3.3039], [2.6461, -0.4174, 3.7911], [1.9858, -0.9228, 1.0241], [1.7569, 0.6864, 1.6325], [-1.0951, -2.5515, 1.5504], [-3.3346, -1.0484, 2.1723], [-3.0255, 1.5860, 1.2151], [-0.7665, 2.6110, 1.3556], [0.6792, 0.5425, -5.4602], [-0.5879, 0.2059, -4.9355], [-1.5062, -0.0634, -5.6836], [-0.6038, 0.1234, -3.4381], [-1.5717, -0.5784, -2.7453], [-1.5503, -0.6372, -1.3511], [-0.5273, -0.1903, -0.5845], [0.4318, 0.4780, -1.2733], [0.3761, 0.7013, -2.6179], [0.8040, 0.5879, -6.4747], [1.5225, 0.2983, -4.9502], [-2.3102, -1.1739, -3.3256], [-2.3500, -1.1435, -0.8139], [1.1403, 1.0303, -0.6691], [1.2812, 1.2914, -2.9441]], "lowdin_spin": [0.91, 0.00, 0.01, 0.00, 0.00, 0.01, 0.00, 0.00, 0.00, 0.00, 0.00, 0.01, 0.08, 0.00, 0.05, 0.07, 0.02, 0.07, 0.08, 0.19, 0.05, 0.12, 0.18, 0.09, 0.04, 0.00, 0.00, 0.00, 0.01, 0.01, 0.00], "homo_lumo_gap_ev": [3.8626, 5.7995], "homo_ha": [-0.06819, -0.14154], "spin_multiplicity": 3, "total_charge": -1, "e_above_lowest_kcal_mol": 9.8}

{"formula": "C9H12NO4S", "method": "ωB97M-V/def2-TZVPD", "species": ["C", "C", "C", "C", "C", "C", "C", "C", "C", "N", "O", "O", "O", "O", "S", "H", "H", "H", "H", "H", "H", "H", "H", "H", "H", "H", "H"], "coordinates": [[1.6422, -1.8839, 0.2562], [-1.6413, -0.8831, -0.7277], [2.9598, -1.0402, 0.1615], [1.9590, 0.1103, 0.4897], [-0.4429, -0.1144, 0.1728], [-0.1122, 1.1104, -0.6353], [-0.2782, 0.8703, -2.1130], [-1.0310, 2.2403, -0.2014], [-1.5029, -0.9218, 2.1685], [0.8759, -0.7896, 0.3377], [-2.6680, -0.1737, -0.8623], [1.4024, -3.0499, 0.4263], [-1.3030, -1.9673, -1.2255], [-0.9998, 0.1863, 1.4015], [1.6903, 1.5956, -0.4532], [3.8287, -1.2126, 0.6988], [3.1069, -0.9612, -0.9650], [2.0931, 0.4864, 1.5681], [0.0084, 1.8365, -2.6163], [-1.2622, 0.5445, -2.2164], [0.4305, 0.0940, -2.5167], [-0.8016, 3.2865, -0.5679], [-0.9865, 2.3006, 0.8936], [-2.0854, 2.0369, -0.4921], [-2.3639, -1.4292, 1.6935], [-1.8322, -0.5662, 3.0677], [-0.6862, -1.7056, 2.2568]], "mulliken_charge": [0.25, 0.17, -0.61, -0.12, 0.41, 1.19, -1.67, -1.52, -0.74, 0.45, -0.66, -0.66, -0.72, -0.44, -0.32, 0.43, 0.24, 0.25, 0.44, 0.54, 0.26, 0.35, 0.34, 0.28, 0.25, 0.37, 0.24], "homo_lumo_gap_ev": 7.6195, "homo_ha": -0.17064, "total_charge": -1, "e_above_lowest_kcal_mol": 0.0}

{"formula": "C9H12NOS", "method": "ωB97M-V/def2-TZVPD", "species": ["C", "C", "C", "C", "C", "C", "C", "C", "C", "N", "O", "S", "H", "H", "H", "H", "H", "H", "H", "H", "H", "H", "H", "H"], "coordinates": [[-1.4721, -0.3025, 1.6611], [-2.3860, -0.8805, 1.0317], [1.4943, 0.9243, -0.2711], [-1.4551, 1.5913, 0.2996], [-0.5342, 0.6595, 1.1534], [-2.9757, -0.7355, -0.1728], [0.5101, -0.1504, 0.2838], [2.8018, 1.0215, 0.4352], [0.3597, -2.2087, -1.0455], [-0.1134, -0.8696, -0.7753], [1.1700, 1.5714, -1.2263], [-2.6507, 0.8020, -0.8578], [-2.0474, 2.2158, 0.9685], [-0.8511, 2.2339, -0.3450], [0.0155, 1.2571, 1.8808], [-3.5616, -1.4320, -0.7481], [1.0334, -0.8389, 0.9513], [2.7644, 0.6360, 1.4482], [3.1467, 2.0542, 0.4266], [3.5312, 0.4452, -0.1344], [-0.2499, -2.6387, -1.8361], [1.4075, -2.2354, -1.3628], [0.2523, -2.8138, -0.1467], [-0.1895, -0.3061, -1.6184]], "mulliken_charge": [-0.16, -0.18, 0.56, -0.84, 0.07, -0.04, -0.39, -1.30, -1.06, -0.15, -0.53, 0.02, 0.53, 0.44, 0.52, 0.46, 0.62, 0.36, 0.38, 0.35, 0.35, 0.32, 0.33, 0.34], "homo_lumo_gap_ev": [6.4169, 6.4157], "homo_ha": [-0.46441, -0.46439], "total_charge": 1, "e_above_lowest_kcal_mol": 107.5}

{"formula": "C9H12NP", "method": "ωB97M-V/def2-TZVPD", "species": ["N", "P", "C", "C", "C", "C", "C", "C", "C", "C", "C", "H", "H", "H", "H", "H", "H", "H", "H", "H", "H", "H", "H"], "coordinates": [[-1.7036, 2.9710, 1.0137], [-2.6687, 1.8094, 1.3827], [-2.7916, 0.5959, 0.0225], [-1.5804, -0.2842, 0.0364], [-0.4518, 0.0953, -0.5548], [0.8537, -0.5459, -0.5704], [1.0524, -1.9126, -0.3813], [2.3275, -2.4461, -0.4118], [3.4260, -1.6261, -0.6129], [3.2436, -0.2649, -0.7990], [1.9688, 0.2650, -0.7925], [-1.5474, 3.6327, 1.7613], [-2.4217, 0.9830, 2.4910], [-4.0246, 2.0773, 1.6664], [-3.7139, 0.0196, 0.1433], [-2.8471, 1.1837, -0.8988], [-1.6585, -1.2129, 0.5899], [-0.4718, 1.0632, -1.0475], [0.2003, -2.5577, -0.2288], [2.4682, -3.5097, -0.2816], [4.4221, -2.0441, -0.6293], [4.0945, 0.3822, -0.9543], [1.8238, 1.3258, -0.9445]], "mulliken_charge": [-0.62, 0.27, -0.81, -0.31, -0.39, 0.79, -0.40, -0.55, -0.41, -0.51, -0.47, 0.20, 0.07, 0.06, 0.44, 0.33, 0.35, 0.22, 0.31, 0.37, 0.37, 0.37, 0.34], "homo_lumo_gap_ev": 9.2251, "homo_ha": -0.31141, "total_charge": 0, "e_above_lowest_kcal_mol": 6.2}

{"formula": "C9H12O3", "method": "ωB97M-V/def2-TZVPD", "species": ["C", "C", "C", "C", "C", "C", "C", "C", "O", "O", "C", "O", "H", "H", "H", "H", "H", "H", "H", "H", "H", "H", "H", "H"], "coordinates": [[-1.9288, -0.9210, -0.4905], [-0.6369, -1.7237, -0.2526], [-0.3754, -2.6242, -1.5005], [0.5992, -0.7987, -0.1423], [0.6725, -0.0539, 1.2412], [0.6713, 1.4384, 0.9697], [1.7505, 2.0367, 0.4906], [1.2690, 3.4670, 0.2807], [1.5296, 4.2458, -0.5156], [0.3233, 3.6567, 1.2943], [-0.4188, 2.4816, 1.1926], [-1.5620, 2.4035, 1.2441], [-2.1133, -0.1796, 0.2953], [-1.8452, -0.4087, -1.4547], [-2.7628, -1.6297, -0.5025], [-0.6955, -2.3413, 0.6507], [0.3512, -3.3846, -1.1926], [-1.2924, -3.0448, -1.9129], [0.1540, -1.9933, -2.2240], [1.4667, -1.4549, -0.2911], [0.6045, -0.0984, -0.9830], [-0.1289, -0.3806, 1.9041], [1.6571, -0.2992, 1.6446], [2.7110, 1.6068, 0.2546]], "mulliken_charge": [-1.34, 0.45, -1.42, -0.84, -0.89, 0.56, -0.50, 0.38, -0.44, -0.30, 0.27, -0.43, 0.33, 0.30, 0.41, 0.28, 0.36, 0.40, 0.34, 0.35, 0.48, 0.46, 0.34, 0.46], "homo_lumo_gap_ev": 10.3367, "homo_ha": -0.38274, "total_charge": 0, "e_above_lowest_kcal_mol": 23.6}

{"formula": "C9H12OSe", "method": "ωB97M-V/def2-TZVPD", "species": ["C", "C", "C", "C", "C", "C", "C", "C", "C", "O", "Se", "H", "H", "H", "H", "H", "H", "H", "H", "H", "H", "H", "H"], "coordinates": [[2.2747, -0.7540, 2.0327], [2.5778, -0.8182, 0.6898], [0.9454, -0.4676, 2.3986], [1.6874, -0.2425, -0.2768], [0.0296, 0.0090, 1.5285], [0.4466, 0.1567, 0.2070], [-1.0854, -1.6411, -1.6724], [-1.0498, 2.1931, -0.7125], [-0.4994, 0.7196, -0.8240], [-2.1330, 2.3171, -1.5633], [-0.8116, 0.0150, -2.4804], [2.9555, -1.1929, 2.7312], [3.5284, -1.1580, 0.4040], [0.6228, -0.6122, 3.4209], [2.0200, -0.2429, -1.3183], [-0.9656, 0.3019, 1.7240], [-1.7740, -1.4211, -0.6704], [-1.5024, -2.3198, -2.4295], [-0.2293, -2.0700, -1.2098], [-1.4293, 2.4797, 0.2388], [-0.2569, 2.9254, -1.0159], [-2.4624, -0.0640, -0.0138], [-2.8894, 1.8869, -1.1883]], "mulliken_charge": [-0.65, -0.45, -0.41, -0.38, -0.63, 0.84, -0.73, -0.52, -0.43, -0.54, 0.30, 0.37, 0.42, 0.37, 0.39, 0.47, 0.06, 0.36, 0.27, 0.29, 0.29, -0.01, 0.33], "homo_lumo_gap_ev": [6.6974, 8.0839], "homo_ha": [-0.27422, -0.31428], "total_charge": 0, "e_above_lowest_kcal_mol": 93.5}

{"formula": "C9H13BBa2F3O13P", "method": "ωB97M-V/def2-TZVPD", "species": ["Ba", "Ba", "B", "H", "H", "H", "H", "P", "O", "O", "O", "O", "C", "C", "O", "C", "O", "O", "F", "H", "H", "H", "C", "C", "O", "C", "O", "O", "F", "H", "H", "H", "C", "C", "O", "C", "O", "O", "F", "H", "H", "H"], "coordinates": [[1.0176, -3.5676, -1.1572], [-2.9415, -3.5201, 0.3773], [-0.5099, -1.5068, 0.3781], [-0.9028, -0.9325, 1.2028], [-0.0734, -2.4326, 0.7195], [-1.2967, -1.7112, -0.3313], [0.2218, -0.8969, -0.1288], [-1.2980, -5.2805, -1.3636], [-1.5053, -3.8472, -1.8205], [-0.2840, -5.9946, -2.3380], [-2.7111, -5.8294, -1.0346], [-0.7025, -5.0056, 0.0675], [0.4452, 1.2087, 1.8733], [0.9080, 1.9321, 0.5821], [2.2666, 2.0160, 0.9635], [2.4108, 1.9611, 2.2908], [3.5244, 2.1285, 2.8157], [1.2380, 1.7593, 2.8883], [0.5002, 3.2337, 0.5340], [0.4512, 0.1188, 1.8791], [-0.5645, 1.4769, 2.1841], [0.6717, 1.3581, -0.3139], [3.4290, 1.8610, -1.8678], [4.8468, 1.3727, -1.4239], [4.5060, 0.2416, -0.6523], [3.3230, -0.2919, -1.0668], [2.9383, -1.4199, -0.8783], [2.6800, 0.5970, -1.7852], [5.5565, 2.1640, -0.5992], [3.4914, 2.1942, -2.9037], [3.0448, 2.6824, -1.2629], [5.5734, 1.0972, -2.1883], [-4.6382, 2.0748, 0.4267], [-3.2225, 1.7026, 0.0495], [-3.0656, 0.3599, 0.5746], [-4.2926, -0.1889, 0.7460], [-4.5647, -1.3528, 1.0482], [-5.2173, 0.8374, 0.7488], [-2.3784, 2.4015, 0.8668], [-5.1641, 2.4330, -0.4583], [-4.7937, 2.6581, 1.3343], [-2.9176, 1.9081, -0.9766]], "mulliken_charge": [1.85, 1.86, 0.28, -0.18, -0.08, -0.16, -0.67, 0.36, -0.63, -0.69, -0.76, -0.75, -0.23, 0.46, -0.39, 0.54, -0.60, -0.39, -0.38, 0.13, 0.19, 0.38, -0.28, 0.25, -0.31, 0.56, -0.48, -0.36, -0.27, 0.42, 0.16, 0.28, -0.37, 0.36, -0.13, 0.49, -0.59, -0.37, -0.33, 0.28, 0.27, 0.27], "homo_lumo_gap_ev": 7.2086, "homo_ha": -0.27860, "total_charge": 0}